[1]
{
  "formula": "C10H20BrCl2F2NO4P",
  "method": "the ωB97M-V functional and the def2-TZVPD basis",
  "species": ["Br", "Cl", "Cl", "P", "F", "F", "O", "O", "O", "O", "N", "C", "C", "C", "C", "C", "C", "C", "C", "C", "C", "H", "H", "H", "H", "H", "H", "H", "H", "H", "H", "H", "H", "H", "H", "H", "H", "H", "H", "H", "H"],
  "coordinates": [[2.36393, -2.90339, 1.47905], [1.28145, 4.01651, -5.44330], [1.09209, 0.92938, -6.89383], [-2.46083, 1.18476, 2.28477], [-0.12747, 1.39321, -1.89376], [-2.53171, -3.89658, 1.21246], [-2.61683, 2.90028, 2.46299], [1.88662, 0.49351, -1.36608], [-2.20350, 0.51942, 3.63676], [-4.00393, 0.64852, 1.72810], [-0.62844, -0.58134, 0.89970], [2.58274, -0.60744, 3.21960], [2.14320, 1.41727, -5.54156], [-1.39353, -3.10217, 0.74272], [0.27691, -0.78199, 2.08128], [1.83925, -0.97724, 1.80184], [1.47852, 2.43967, -4.64064], [-0.07206, -0.85944, -0.45932], [-1.21326, 0.80767, 0.92406], [0.63960, 0.36063, -1.21675], [-1.79955, -1.56051, 1.08862], [-0.03747, -1.64218, 2.79495], [2.33454, 0.48978, 3.44122], [-4.28330, 1.21592, 0.96552], [-2.69801, -1.31130, 0.42537], [2.09547, 2.61009, -3.75533], [0.63544, -1.75472, -0.54593], [-0.50289, -3.44113, 1.37299], [-0.98472, -1.12770, -1.13172], [2.30674, -0.26325, 1.04168], [-2.13420, -1.61971, 2.19963], [3.71427, -0.75903, 3.04845], [-1.88550, 3.29578, 1.91107], [2.36748, 0.51181, -4.97298], [2.23914, -1.32930, 4.05153], [-1.31092, -3.31866, -0.37531], [-0.36433, 1.59653, 1.02715], [3.07772, 1.79706, -5.95897], [0.49418, 2.10307, -4.30923], [-1.79330, 0.93352, -0.07680], [0.19646, 0.17271, 2.74002]],
  "largest_force_ha_per_bohr": 0.1314,
  "total_charge": 1,
  "homo_lumo_gap_ha": 0.3008,
  "e_lumo_ev": -4.448,
  "spin_multiplicity": 1
}


[2]
{
  "formula": "C16H48O8S8",
  "method": "the ωB97M-V functional and the def2-TZVPD basis",
  "species": ["S", "S", "S", "S", "S", "S", "S", "S", "O", "O", "O", "O", "O", "O", "O", "O", "C", "C", "C", "C", "C", "C", "C", "C", "C", "C", "C", "C", "C", "C", "C", "C", "H", "H", "H", "H", "H", "H", "H", "H", "H", "H", "H", "H", "H", "H", "H", "H", "H", "H", "H", "H", "H", "H", "H", "H", "H", "H", "H", "H", "H", "H", "H", "H", "H", "H", "H", "H", "H", "H", "H", "H", "H", "H", "H", "H", "H", "H", "H", "H"],
  "coordinates": [[-0.15019, -5.48612, -2.93765], [-0.70227, -0.40290, -1.73895], [-3.38353, -2.71563, 2.38066], [-4.63165, 0.70001, -1.68753], [-0.98174, 2.21827, 1.95538], [1.42384, -3.02012, 2.36910], [2.90242, 1.75198, 2.19204], [3.92284, 3.48071, -2.95176], [1.92493, -2.66370, 0.92299], [2.70650, 2.05512, 0.66028], [3.41725, 3.12723, -4.31284], [-3.68255, -4.06188, 1.65003], [0.85078, -6.62445, -3.06960], [-6.13246, 0.28621, -1.69484], [-1.76804, 0.68941, -1.55798], [-0.21223, 2.59276, 3.12732], [-4.07230, 0.73965, -3.34054], [-4.43762, 2.40053, -1.46291], [2.13889, -1.75265, 3.41579], [4.63068, 1.26880, 2.16333], [-2.50096, -1.69823, 1.22446], [0.49945, -0.29085, -0.35316], [2.65456, 4.17188, -2.05865], [-0.60051, -5.29636, -1.15308], [2.54609, -4.34570, 2.92090], [0.37526, 0.09485, -3.10405], [-0.60621, 3.38762, 0.67571], [3.98051, 2.00556, -1.98613], [0.58862, -3.89903, -3.17076], [-4.84869, -1.76329, 2.10453], [-2.68362, 2.47633, 2.28599], [2.98558, 3.34588, 2.95152], [2.30330, -1.79106, 4.36373], [3.13099, -1.58827, 2.81645], [-3.93488, -0.29488, -3.79455], [-1.34705, 3.56995, -0.29251], [-3.54501, 2.82033, -1.70087], [4.70764, 0.22785, 1.85739], [-5.61956, -2.32978, 2.58958], [4.65755, 1.39095, -2.37375], [-3.05860, 1.86216, 3.00607], [-3.08872, 1.30773, -3.38493], [1.62501, 3.56048, -2.12890], [-1.35099, -4.41922, -1.35104], [2.41237, -5.29702, 2.57184], [2.51392, 5.17096, -2.41100], [-2.59455, -2.33434, 0.30146], [1.30481, -0.88920, -0.49815], [1.11216, -3.48535, -2.47706], [5.00489, 1.52647, 3.22338], [-0.79919, 4.42775, 1.01561], [3.75741, 3.98611, 2.58689], [-1.46134, -1.91006, 1.59085], [-5.01079, 2.89864, -2.26598], [2.17112, 3.81308, 2.52911], [-3.02582, 3.39903, 2.35084], [1.42861, -0.86680, 3.14175], [5.17687, 1.84186, 1.59994], [3.29217, 3.41772, 3.96332], [-1.11591, -6.25529, -0.76184], [-4.85059, 1.06418, -4.16849], [0.92388, 0.98195, -2.96328], [1.21557, -4.04679, -4.02704], [2.95198, 1.45189, -1.73551], [2.97957, 4.17076, -1.04931], [-3.12332, 1.87960, 1.35120], [-2.91935, -0.76527, 1.27068], [2.38653, -4.46169, 4.07547], [0.29929, 3.26656, 0.35044], [-5.06456, -1.50214, 1.22497], [4.33018, 2.19781, -0.97994], [-4.78644, 2.65996, -0.35498], [-0.26981, 0.23757, -3.86084], [0.87707, 0.75909, -0.35006], [3.50132, -4.16422, 2.58416], [1.16734, -0.65680, -3.12984], [-4.84301, -0.94348, 2.87566], [-0.03991, -3.12252, -3.45450], [0.46433, -5.07140, -0.68202], [-0.00010, -0.46677, 0.53599]],
  "largest_force_ha_per_bohr": 0.1873,
  "homo_lumo_gap_ha": 0.3082,
  "e_lumo_ev": -0.082,
  "relative_energy_kj_mol": 789.1,
  "spin_multiplicity": 1
}


Table of calculated total energy (a.u.), in record order: -4783.92636, -4425.25515